# 1
Molecular formula: C2H12O3S2
Method: DFT, ωB97M-V/def2-TZVPD

Output
Structure (SMILES) ... CCSS.O.O.O
E_HOMO ... -8.82 eV
Orbital gap ... 9.16 eV

Structure (ORCA input):
```
! wB97M-V def2-TZVPD RIJCOSX def2/J DEFGRID3
* xyz 0 1
C 0.96041 1.73440 0.04515
C 1.30080 0.61499 1.00502
S 1.99682 -0.85373 0.17985
S 0.33636 -1.84920 -0.52199
H 0.05271 1.46104 -0.49543
H 1.71733 2.11219 -0.63644
H 0.64751 2.61570 0.62922
H 0.40066 0.36418 1.56452
H 2.05760 0.95761 1.71799
H -0.05254 -1.31971 -1.74525
H -1.82141 -0.65215 0.06869
H -2.44850 0.58920 0.71477
O -2.47711 0.04632 -0.08486
H -1.77619 0.76894 -2.18901
H -0.97340 0.57613 -3.49757
O -0.90434 0.58557 -2.54934
H -2.53226 2.51822 2.50719
H -2.14694 1.18098 3.18625
O -2.14987 1.64026 2.34913
*
```

# 2
Molecular formula: C2H12O3S2
Method: DFT, ωB97M-V/def2-TZVPD

Output
Structure (SMILES) ... CSSC.O.O.O
E_HOMO ... -8.28 eV
Orbital gap ... 8.67 eV

Structure (ORCA input):
```
! wB97M-V def2-TZVPD RIJCOSX def2/J DEFGRID3
* xyz 0 1
C -1.27805 0.58208 -2.78040
S -0.07156 0.09837 -1.24240
S -1.47576 0.57322 0.25668
C -0.43275 1.65311 1.30410
H -0.46587 0.59410 -3.43433
H -2.16285 -0.12134 -2.82844
H -1.68107 1.62802 -2.57167
H 0.29133 1.06808 1.87675
H 0.10773 2.49622 0.90968
H -1.32482 1.90715 1.93818
H 0.45141 -2.31181 5.11480
H 0.08315 -1.08465 5.82670
O 0.84950 -1.70964 5.82297
H 1.28140 -3.35592 2.60641
H 1.34378 -2.75596 1.40663
O 0.68278 -3.21474 1.90429
H 0.84527 1.63135 -4.79991
H 1.63340 1.37153 -6.04231
O 1.32300 0.95085 -5.26775
*
```

# 3
Molecular formula: C2H12O5
Method: DFT, ωB97M-V/def2-TZVPD

Output
Structure (SMILES) ... CC=O.O.O.O.O
E_HOMO ... -10.45 eV
Orbital gap ... 11.03 eV

Structure (ORCA input):
```
! wB97M-V def2-TZVPD RIJCOSX def2/J DEFGRID3
* xyz 0 1
O -1.91060 0.04654 2.30534
C -1.76771 -0.98824 1.71057
C -0.66472 -1.37536 0.78009
H -2.57949 -1.74235 1.71919
H -1.12239 -1.29249 -0.20949
H 0.22649 -0.76698 0.86109
H -0.39373 -2.41321 0.97917
H 2.52602 -1.11741 -2.55601
H 2.99212 -2.54862 -2.33342
O 3.11285 -1.79519 -2.92172
H -1.53806 3.05476 2.61290
H -1.44929 1.85819 1.71401
O -1.15458 2.78602 1.77275
H 1.49770 2.17748 -0.32295
H 0.37001 2.12638 0.72675
O 0.73775 1.65374 -0.03308
H 0.41779 0.34272 -1.50171
H 0.27121 0.25376 -3.04881
O 0.42865 -0.25974 -2.25465
*
```

# 4
Molecular formula: C2H12O5
Method: DFT, ωB97M-V/def2-TZVPD

Output
Structure (SMILES) ... CC=O.O.O.O.O
E_HOMO ... -10.13 eV
Orbital gap ... 10.65 eV

Structure (ORCA input):
```
! wB97M-V def2-TZVPD RIJCOSX def2/J DEFGRID3
* xyz 0 1
O -0.10735 -0.86696 1.66180
C -0.97392 -1.22349 0.87917
C -0.56275 -1.67297 -0.50018
H -1.98128 -1.22014 1.27425
H -0.16982 -2.70392 -0.53601
H 0.10992 -0.96054 -0.93367
H -1.43708 -1.71452 -1.20820
H -0.72446 1.78401 0.60573
H -1.94563 1.72580 1.63596
O -1.64611 1.93295 0.76719
H 3.09642 -1.44009 1.31709
H 1.83993 -0.72234 1.93965
O 2.53557 -0.68756 1.15574
H -0.61944 1.48970 -3.80629
H -0.31983 0.89936 -2.45943
O -1.06036 0.99564 -3.11318
H 1.82366 0.15397 -0.05425
H 1.82796 1.68024 -0.48309
O 1.24321 0.92684 -0.41726
*
```

# 5
Molecular formula: C2H12OSi3
Method: DFT, ωB97M-V/def2-TZVPD

Output
Structure (SMILES) ... C[SiH](C)O[SiH2][SiH3]
E_HOMO ... -9.49 eV
Orbital gap ... 9.37 eV

Structure (ORCA input):
```
! wB97M-V def2-TZVPD RIJCOSX def2/J DEFGRID3
* xyz 0 1
C 0.28543 -1.24167 1.52231
C 2.19935 1.18479 0.99669
O -0.43050 1.25969 0.25459
Si -1.06245 -1.18412 -2.12065
Si -1.80052 0.92818 -1.32986
Si 0.39503 0.67711 1.52310
H 0.62419 -1.62358 0.57918
H 0.91067 -1.70763 2.14281
H -0.83580 -1.56009 1.65165
H 2.93279 0.95455 1.75177
H 2.43284 0.46493 0.06208
H 2.17963 2.21306 0.78132
H 0.50519 -1.64395 -2.08053
H -1.93352 -2.49731 -1.92959
H -1.36743 -0.75864 -3.63766
H -3.12094 0.79307 -0.87079
H -1.80866 2.31102 -2.17321
H -0.10529 1.43059 2.87679
*
```

# 6
Molecular formula: C2H13N5
Method: DFT, ωB97M-V/def2-TZVPD

Output
Structure (SMILES) ... CN(N)N.CNN
E_HOMO ... -7.86 eV
Orbital gap ... 8.90 eV

Structure (ORCA input):
```
! wB97M-V def2-TZVPD RIJCOSX def2/J DEFGRID3
* xyz 0 1
C -0.29781 -2.75153 1.61567
N -0.45144 -1.66739 0.65897
N 0.60814 -1.68808 -0.33859
N -0.13014 1.58728 0.74118
H 1.50404 -1.82590 0.12937
H 0.64222 -0.74585 -0.73139
H 0.66282 1.40903 1.35779
H -0.77819 0.82961 0.93447
H -1.17777 -2.77627 2.25717
H 0.58355 -2.54664 2.22576
H -0.16573 -3.73064 1.13729
C -0.89513 1.65404 -1.52307
N 0.31833 1.37531 -0.79666
N 1.29842 2.27893 -1.15040
H -1.31205 -1.81203 0.13278
H 1.05080 3.24842 -0.94013
H 2.17551 2.03850 -0.70331
H -0.83549 1.14054 -2.48494
H -1.09859 2.72144 -1.65858
H -1.70150 1.26121 -0.86338
*
```

# 7
Molecular formula: C2H13N5
Method: DFT, ωB97M-V/def2-TZVPD

Output
E_HOMO ... -8.09 eV
Orbital gap ... 9.15 eV

Structure (ORCA input):
```
! wB97M-V def2-TZVPD RIJCOSX def2/J DEFGRID3
* xyz 0 1
C 1.29276 -0.01326 -0.54827
N 0.43409 -0.83973 0.43459
N 0.76759 -2.22580 0.53768
N 0.75123 1.27768 -0.70838
N 2.68060 -0.14006 -0.11303
H 0.56178 -0.43546 1.36239
H 1.19883 -0.57864 -1.48723
H 1.78590 -2.30692 0.49800
H 0.38771 -2.68875 -0.28293
H 1.04132 1.87667 0.06133
H 3.29797 0.13238 -0.86924
H -0.53619 1.12242 -0.63348
H 2.85310 0.50687 0.65226
C -2.70444 0.94897 0.50143
N -1.73932 0.40677 -0.45179
H -2.21141 0.01326 -1.25996
H -1.01538 -0.36237 0.03695
H -3.38744 0.18805 0.89325
H -2.15515 1.38159 1.33814
H -3.30357 1.73631 0.03829
*
```

# 8
Molecular formula: C2H13N5
Method: DFT, ωB97M-V/def2-TZVPD

Output
Structure (SMILES) ... [H]/N=N/N.CN.CN
E_HOMO ... -7.50 eV
Orbital gap ... 8.62 eV

Structure (ORCA input):
```
! wB97M-V def2-TZVPD RIJCOSX def2/J DEFGRID3
* xyz 0 1
C 0.59519 2.01210 0.81851
N -1.99218 0.53766 0.01564
N 0.28786 1.37440 -0.44754
N -1.75240 -0.55967 0.63558
N -2.16219 0.36033 -1.30858
H 0.57609 1.97479 -1.21792
H -2.32640 1.22798 -1.79612
H -1.83393 -0.38155 1.63547
H -0.33056 -1.29434 -0.01117
H -2.12487 -0.59308 -1.66268
H 0.19005 1.39592 1.62257
H 1.67419 2.12333 1.00667
H 0.12296 2.99809 0.87962
C 1.63792 -1.93344 0.36811
N 0.62824 -1.34746 -0.50848
H 0.49813 -1.92701 -1.33170
H 0.58470 0.23749 -0.50086
H 1.35200 -2.91588 0.76177
H 1.79233 -1.25725 1.20929
H 2.58287 -2.03242 -0.16817
*
```

# 9
Molecular formula: C2H13NO3
Method: DFT, ωB97M-V/def2-TZVPD

Output
E_HOMO (spin up / spin down) ... -13.67 / -13.67 eV
Orbital gap (spin up / spin down) ... 9.78 / 3.92 eV

Structure (ORCA input):
```
! wB97M-V def2-TZVPD RIJCOSX def2/J DEFGRID3
* xyz 1 2
C 1.17979 0.09053 3.35784
C 1.23165 0.27743 1.73556
N 0.21087 1.26176 1.26986
H 0.90485 -0.87230 3.89568
H 2.23959 0.31873 3.63652
H 0.50139 0.83825 3.91424
H 2.25497 0.58393 1.38143
H 1.02169 -0.66857 1.29688
H -0.31698 1.68309 2.06439
H 0.51869 1.97235 0.73592
H 0.04239 -2.31123 -0.18300
H -0.45145 -3.67990 -0.37110
O -0.10925 -3.11816 0.37426
H -1.68376 1.08148 -4.98276
H -1.02415 2.29829 -4.25998
O -1.46096 2.10041 -5.03464
H -1.58716 -0.21036 -0.99828
H -0.23480 -0.07349 -0.29226
O -0.69604 -0.48229 -1.00051
*
```

# 10
Molecular formula: C2H13NO4
Method: DFT, ωB97M-V/def2-TZVPD

Output
Structure (SMILES) ... NCCO.O.O.O
E_HOMO ... -10.44 eV
Orbital gap ... 11.07 eV

Structure (ORCA input):
```
! wB97M-V def2-TZVPD RIJCOSX def2/J DEFGRID3
* xyz 0 1
C 1.45593 -1.02483 -0.80096
O 0.66184 -1.48150 0.31580
C 1.25957 0.46466 -1.09612
N 1.59802 1.28244 0.09996
H 2.49842 -1.13542 -0.46053
H 1.32812 -1.78355 -1.56610
H 0.86869 -0.91761 1.06666
H 1.78823 0.66939 -2.03860
H 0.20989 0.69389 -1.23216
H 1.77119 2.24164 -0.18947
H 2.55312 1.03135 0.39497
H -1.13182 -0.75220 0.49384
H -1.34076 0.63007 0.89126
O -1.83330 -0.06116 0.40091
H -1.32778 -1.46691 2.13117
H -1.92423 -0.83898 3.33282
O -1.05616 -1.02029 2.93814
H -2.34910 0.42800 -1.44219
H -2.43146 1.82981 -1.25863
O -2.59842 1.21120 -1.98076
*
```

# 11
Molecular formula: C2H13O4S
Method: DFT, ωB97M-V/def2-TZVPD

Output
E_HOMO ... -3.83 eV
Orbital gap ... 7.35 eV

Structure (ORCA input):
```
! wB97M-V def2-TZVPD RIJCOSX def2/J DEFGRID3
* xyz -1 1
C 1.57367 -1.09718 -0.71709
C 0.43273 -1.40009 0.22477
S -0.31770 0.03019 1.07965
H 2.32596 -0.54977 -0.16103
H 1.29711 -0.41178 -1.51693
H 2.03806 -1.97582 -1.17542
H 0.66775 -2.13785 0.99831
H -0.32171 -1.97743 -0.32944
H 0.73792 1.91988 2.41858
H 1.85134 2.40528 3.31988
O 1.07577 2.72505 2.84525
H -0.31230 0.12743 3.36343
H -0.40286 -1.29736 3.69498
O -0.19766 -0.46866 4.14230
H -1.72456 1.55194 -1.07912
H -1.24333 0.22178 -0.83538
O -1.72930 0.70991 -1.55235
H -1.45756 0.09163 -4.48071
H -2.21421 1.23775 -5.04729
O -2.07912 0.29511 -5.19239
*
```

Sequential E output: -30081.8892; -30080.0829; -12506.1823; -12505.5043; -27947.3096; -9731.9482; -9733.2433; -9732.2126; -9906.5083; -11964.4316; -21311.8620 eV
Sequential relative energy (zero: lowest compared OMol25 entry of this formula, charge and spin) output: 0.3403; 2.1466; 0.0000; 0.6780; 1.5008; 1.7954; 0.5002; 1.5310; 2.3488; 1.0349; 0.6877 eV